ORCA calculation (ωB97M-V/def2-TZVPD) on an isolated molecule of C16H21ClN2O5S2.

Each atom is followed by the atoms it is bonded to, with distances in Å.
CARTESIAN COORDINATES (ANGSTROEM)
1 C 1.13 4.63 1.57  H2 1.085, H3 1.086, H4 1.086, S5 1.815
2 H 1.41 4.81 2.60  C1 1.085
3 H 0.07 4.41 1.51  C1 1.086
4 H 1.40 5.49 0.96  C1 1.086
5 S 2.10 3.19 1.02  C1 1.815, C6 1.822
6 C 1.76 3.22 -0.77  S5 1.822, C7 1.522, H46 1.091, H47 1.090
7 C 0.30 3.01 -1.12  C6 1.522, H8 1.093, H9 1.091, C10 1.530
8 H 0.19 3.00 -2.20  C7 1.093
9 H -0.31 3.83 -0.73  C7 1.091
10 C -0.25 1.71 -0.53  C7 1.530, N11 1.444, C27 1.527, H45 1.098
11 N 0.35 0.55 -1.16  C10 1.444, S12 1.677, H26 1.009
12 S 0.33 -0.87 -0.27  N11 1.677, O13 1.439, O14 1.432, C15 1.784
13 O -0.31 -1.90 -1.04  S12 1.439
14 O -0.17 -0.59 1.04  S12 1.432
15 C 2.09 -1.20 -0.18  S12 1.784, C16 1.381, C20 1.382
16 C 2.64 -2.18 -0.98  C15 1.381, C17 1.384, H25 1.078
17 C 4.01 -2.39 -0.94  C16 1.384, C18 1.389, H24 1.078
18 C 4.79 -1.61 -0.11  C17 1.389, C19 1.389, Cl23 1.721
19 C 4.23 -0.62 0.69  C18 1.389, C20 1.383, H22 1.078
20 C 2.87 -0.42 0.65  C15 1.382, C19 1.383, H21 1.078
21 H 2.40 0.34 1.27  C20 1.078
22 H 4.86 -0.03 1.34  C19 1.078
23 Cl 6.49 -1.87 -0.06  C18 1.721
24 H 4.46 -3.16 -1.55  C17 1.078
25 H 1.99 -2.77 -1.61  C16 1.078
26 H 0.00 0.38 -2.10  N11 1.009
27 C -1.77 1.69 -0.56  C10 1.527, O28 1.202, O29 1.332
28 O -2.45 2.62 -0.22  C27 1.202
29 O -2.23 0.53 -1.02  C27 1.332, C30 1.428
30 C -3.64 0.32 -1.04  O29 1.428, H31 1.094, H32 1.095, C33 1.539
31 H -4.15 1.22 -0.68  C30 1.094
32 H -3.93 0.12 -2.07  C30 1.095
33 C -4.08 -0.87 -0.17  C30 1.539, O34 1.214, N35 1.336
34 O -5.22 -0.95 0.23  C33 1.214
35 N -3.12 -1.77 0.05  C33 1.336, C36 1.427, H44 1.012
36 C -3.29 -2.92 0.89  N35 1.427, C37 1.501, C38 1.496, H43 1.082
37 C -2.26 -3.21 1.93  C36 1.501, C38 1.502, H41 1.079, H42 1.079
38 C -2.36 -4.07 0.71  C36 1.496, C37 1.502, H39 1.079, H40 1.080
39 H -2.75 -5.07 0.81  C38 1.079
40 H -1.59 -3.97 -0.04  C38 1.080
41 H -2.58 -3.60 2.88  C37 1.079
42 H -1.42 -2.52 2.00  C37 1.079
43 H -4.34 -3.08 1.11  C36 1.082
44 H -2.18 -1.64 -0.31  N35 1.012
45 H 0.04 1.65 0.53  C10 1.098
46 H 2.13 4.17 -1.16  C6 1.091
47 H 2.37 2.41 -1.17  C6 1.090

Computed properties:
HOMO level: -8.826 eV
E: -2364.571216 a.u.
relative energy (zero: lowest compared OMol25 entry of this formula, charge and spin): 0.659 eV
SMILES: CSCC[C@H](NS(=O)(=O)c1ccc(Cl)cc1)C(=O)OCC(=O)NC1CC1
molar mass: 420.9 g mol⁻¹